{"formula": "C4H12N2", "method": "ωB97M-V/def2-TZVPD", "elements": ["C", "N", "C", "H", "H", "H", "H", "H", "H", "H", "C", "C", "N", "H", "H", "H", "H", "H"], "xyz": [[-2.48963, 2.32972, -0.73856], [-1.42191, 1.56921, -0.08488], [-0.13342, 2.14859, -0.27623], [-2.90106, 3.08691, -0.05252], [-2.05996, 3.03298, -1.56861], [-3.34255, 1.80138, -0.72070], [-1.32026, 0.63408, -0.33250], [0.74288, 1.49241, -0.01410], [-0.01658, 3.05094, 0.46664], [0.15424, 2.60935, -1.22582], [2.60838, -2.34577, 0.38786], [0.35256, -3.23802, 0.75364], [1.42141, -3.21543, 0.10321], [3.02777, -2.77156, 1.22847], [2.34026, -1.27368, 0.53556], [3.24870, -2.30596, -0.56051], [-0.26791, -4.14565, 0.60554], [0.05708, -2.45951, 1.49351]], "e_homo_ev": [1.3, -5.2], "gap_ev": [2.67, 9.18], "total_charge": -1, "spin_multiplicity": 2}

***

{"formula": "C2H7NO3", "method": "ωB97M-V/def2-TZVPD", "elements": ["C", "N", "C", "O", "O", "H", "H", "H", "H", "H", "H", "H", "O"], "xyz": [[-0.23663, -0.54169, 1.01518], [0.52106, 0.57885, 0.44135], [-0.06575, 1.47410, -0.38371], [0.38008, 2.45315, -0.90635], [2.37842, -0.81892, -0.45350], [-1.04706, -0.83239, 0.27759], [-0.77637, -0.23643, 1.89212], [0.29611, -1.44015, 1.31279], [1.59897, 0.23990, 0.12387], [-1.27932, 1.31295, -0.25555], [3.08022, -0.69033, -1.04308], [-2.72014, -0.91693, -1.36984], [-2.12958, -0.58211, -0.65089]], "e_homo_ev": -9.7, "gap_ev": 4.64}

***

{"formula": "C6H10", "method": "ωB97M-V/def2-TZVPD", "elements": ["C", "C", "C", "C", "C", "C", "H", "H", "H", "H", "H", "H", "H", "H", "H", "H"], "xyz": [[-2.85849, -1.16818, -1.24398], [-1.17845, 1.41316, -1.19403], [-0.39224, 1.06513, -0.14586], [0.40825, 0.75457, 0.74156], [1.46427, 0.39891, 1.67822], [2.75009, -0.11780, 1.02344], [-2.40396, -2.15232, -1.10656], [-3.09684, -0.73984, -0.26633], [-3.77165, -1.26093, -1.83670], [-2.15268, -0.51939, -1.77476], [-2.17965, 1.73728, -0.87155], [1.06695, -0.32470, 2.40304], [1.66990, 1.30292, 2.26937], [3.13617, 0.61813, 0.31219], [3.51789, -0.30873, 1.78022], [2.56274, -1.04740, 0.47782]], "e_homo_ev": [-8.1, -8.1], "gap_ev": [7.19, 7.19]}

***

{"formula": "C61H157N11O20", "method": "ωB97M-V/def2-TZVPD", "elements": ["C", "O", "C", "C", "C", "N", "H", "H", "H", "H", "H", "H", "H", "H", "H", "H", "H", "C", "O", "C", "C", "C", "N", "H", "H", "H", "H", "H", "H", "H", "H", "H", "H", "H", "C", "O", "C", "C", "C", "N", "H", "H", "H", "H", "H", "H", "H", "H", "H", "H", "H", "C", "O", "C", "C", "N", "C", "C", "O", "C", "H", "H", "H", "H", "H", "H", "H", "H", "H", "H", "H", "H", "H", "H", "H", "C", "O", "C", "C", "N", "C", "C", "O", "C", "H", "H", "H", "H", "H", "H", "H", "H", "H", "H", "H", "H", "H", "H", "H", "C", "O", "C", "C", "N", "C", "C", "O", "C", "H", "H", "H", "H", "H", "H", "H", "H", "H", "H", "H", "H", "H", "H", "H", "C", "O", "C", "C", "N", "C", "C", "O", "C", "H", "H", "H", "H", "H", "H", "H", "H", "H", "H", "H", "H", "H", "H", "H", "C", "O", "C", "C", "N", "C", "C", "O", "C", "H", "H", "H", "H", "H", "H", "H", "H", "H", "H", "H", "H", "H", "H", "H", "C", "O", "C", "C", "N", "C", "C", "O", "C", "H", "H", "H", "H", "H", "H", "H", "H", "H", "H", "H", "H", "H", "H", "H", "C", "O", "C", "C", "N", "C", "C", "O", "C", "H", "H", "H", "H", "H", "H", "H", "H", "H", "H", "H", "H", "H", "H", "H", "C", "O", "C", "C", "N", "C", "C", "O", "C", "H", "H", "H", "H", "H", "H", "H", "H", "H", "H", "H", "H", "H", "H", "H", "C", "O", "H", "H", "H", "H"], "xyz": [[27.65835, -14.40562, 26.36047], [27.01653, -15.34064, 25.51005], [26.61281, -16.55857, 26.10405], [25.62970, -16.44826, 27.24420], [25.30675, -17.78805, 27.85856], [24.36119, -15.76982, 26.82859], [27.74593, -13.46773, 25.80920], [28.63759, -14.83569, 26.57270], [27.08663, -14.15601, 27.25948], [26.19471, -17.18281, 25.31093], [27.53594, -17.02885, 26.47079], [26.07191, -15.78989, 28.00275], [24.66946, -17.73637, 28.73811], [26.22122, -18.20749, 28.30446], [24.97106, -18.57057, 27.17560], [24.64258, -14.79866, 26.92684], [23.73348, -15.90915, 27.61880], [30.26859, -11.34381, 24.25158], [31.31788, -10.51524, 24.66906], [32.25883, -10.35472, 23.63595], [33.50549, -9.60654, 24.08554], [33.18015, -8.17851, 24.54942], [34.53009, -9.66696, 23.04398], [29.73840, -11.03603, 23.35077], [29.60130, -11.49012, 25.10585], [30.57054, -12.39752, 24.12378], [32.58700, -11.34848, 23.29730], [31.84920, -9.84950, 22.74751], [33.95110, -10.08987, 24.95806], [33.93728, -7.84911, 25.26516], [32.21529, -8.12812, 25.05944], [33.16661, -7.44230, 23.74228], [34.31342, -9.06051, 22.26031], [35.38370, -9.30576, 23.45408], [27.31741, -19.91847, 24.59249], [28.36712, -20.80964, 24.26473], [29.63241, -20.24116, 24.48686], [30.72753, -21.21213, 24.06723], [30.65090, -22.45491, 24.94720], [32.01172, -20.55135, 24.35390], [27.56540, -18.88478, 24.33599], [27.15269, -19.98830, 25.67646], [26.40307, -20.22674, 24.08969], [29.80108, -19.24464, 24.04892], [29.74868, -20.04098, 25.56389], [30.71870, -21.51251, 23.01597], [29.65410, -22.89244, 24.86170], [30.78678, -22.20713, 26.00130], [31.37480, -23.21231, 24.64187], [32.77660, -21.21490, 24.26791], [32.26001, -19.86405, 23.64548], [23.90050, -12.95197, 28.54014], [25.04967, -12.19573, 28.17881], [24.73636, -11.26057, 27.16023], [26.00641, -10.61652, 26.61711], [26.77146, -9.70422, 27.46029], [27.38017, -10.37280, 28.63795], [28.24442, -9.38907, 29.42674], [29.57049, -9.28223, 28.98746], [29.73753, -8.61206, 27.76274], [23.06900, -12.26837, 28.76944], [24.10874, -13.48708, 29.46044], [23.52055, -13.51258, 27.68631], [24.07221, -10.45647, 27.49381], [24.33089, -11.82456, 26.31111], [25.66994, -9.97407, 25.79186], [26.65128, -11.33700, 26.10923], [26.13939, -9.01522, 27.85862], [27.89677, -11.27370, 28.29414], [26.58892, -10.78558, 29.27763], [28.27790, -9.61951, 30.49201], [27.70151, -8.43179, 29.37099], [29.66756, -9.31338, 26.92045], [30.70900, -8.12483, 27.68814], [28.95504, -7.87284, 27.56493], [21.40748, -28.83739, 27.67711], [21.43975, -28.06507, 28.84310], [22.07141, -26.82691, 28.66711], [22.09423, -26.04173, 29.97703], [22.33102, -24.62215, 29.74980], [23.50705, -24.07207, 30.43108], [23.46837, -22.56772, 30.48725], [23.28330, -22.06708, 29.18347], [23.07260, -20.68943, 29.09173], [21.25160, -28.20396, 26.79219], [20.62668, -29.59231, 27.71568], [22.36881, -29.33813, 27.48698], [21.59963, -26.22877, 27.87412], [23.11276, -26.99454, 28.35024], [22.83783, -26.55125, 30.59302], [21.11915, -26.09874, 30.46863], [22.25966, -24.31876, 28.79130], [24.41504, -24.48241, 29.96672], [23.47771, -24.47950, 31.44344], [24.41633, -22.20566, 30.90444], [22.63100, -22.26681, 31.12710], [23.97343, -20.07204, 29.00554], [22.46468, -20.31953, 29.93107], [22.41666, -20.50189, 28.23726], [21.34902, -20.42808, 25.14674], [20.83026, -19.79230, 26.29335], [21.14860, -18.41633, 26.39328], [20.45330, -17.93137, 27.64073], [20.78560, -16.50746, 27.78962], [20.39606, -15.92965, 29.07481], [21.30941, -16.32344, 30.24613], [22.65492, -16.01880, 29.95498], [23.57389, -16.66671, 30.79254], [22.43635, -20.57632, 25.19227], [21.16512, -19.78869, 24.27331], [20.86509, -21.39667, 25.05713], [20.85581, -17.89674, 25.47291], [22.24190, -18.30502, 26.47074], [20.80215, -18.49383, 28.51723], [19.36415, -17.97200, 27.64096], [21.78231, -16.34407, 27.71955], [19.37043, -16.14281, 29.36824], [20.55318, -14.85478, 28.94606], [21.24246, -17.35662, 30.61370], [20.95059, -15.75229, 31.12010], [23.69525, -17.74664, 30.61923], [23.36212, -16.58102, 31.86190], [24.55441, -16.25232, 30.55437], [28.46907, -16.87271, 35.62597], [27.28794, -16.10684, 35.62160], [27.41472, -14.89310, 36.31972], [28.02227, -13.78667, 35.49298], [27.34229, -13.67189, 34.20435], [27.83341, -12.54626, 33.38948], [27.25694, -12.66906, 32.00028], [27.88387, -13.77730, 31.36869], [27.21437, -14.15833, 30.20051], [29.08594, -16.61028, 34.76354], [28.28780, -17.94945, 35.54725], [28.99636, -16.81798, 36.58456], [27.96896, -15.04324, 37.25391], [26.41943, -14.55917, 36.62792], [29.08921, -14.00257, 35.29885], [28.00028, -12.80770, 35.97627], [27.65072, -14.45004, 33.62390], [28.92491, -12.63290, 33.26824], [27.55708, -11.60100, 33.85715], [27.41300, -11.75839, 31.41115], [26.18172, -12.87928, 32.04601], [27.31694, -13.40666, 29.40291], [26.13249, -14.27490, 30.34044], [27.65322, -15.07075, 29.79590], [31.94238, -12.26358, 30.73689], [32.07174, -12.95753, 29.51701], [30.85518, -13.04355, 28.80944], [31.10658, -13.54519, 27.40613], [31.52886, -14.94802, 27.32323], [31.58078, -15.39622, 25.92390], [32.55013, -16.53683, 25.74922], [33.89591, -16.13792, 25.97453], [34.81110, -16.94784, 25.25297], [31.69113, -11.20730, 30.62114], [32.89434, -12.38479, 31.25298], [31.19767, -12.75124, 31.37900], [30.37540, -12.06181, 28.71443], [30.19769, -13.76191, 29.31964], [31.88037, -12.90274, 26.96412], [30.15808, -13.40253, 26.88633], [32.48903, -14.94750, 27.66051], [31.87024, -14.56477, 25.26686], [30.60488, -15.77387, 25.60293], [32.41130, -16.99338, 24.76435], [32.32036, -17.30833, 26.49862], [34.51666, -18.00253, 25.21619], [35.76255, -16.82657, 25.76289], [34.84634, -16.63554, 24.20226], [28.25038, -21.42862, 28.04991], [29.36936, -21.84339, 28.83993], [29.49492, -23.23697, 28.92214], [30.62262, -23.54461, 29.92086], [30.10117, -23.55342, 31.28508], [31.18617, -23.78888, 32.23214], [30.64020, -23.87100, 33.64846], [31.55642, -24.42366, 34.56758], [32.70691, -23.65308, 34.79992], [28.11977, -20.38072, 28.30975], [27.35716, -22.01245, 28.27568], [28.59054, -21.50812, 27.01302], [29.75620, -23.66595, 27.94292], [28.58019, -23.73028, 29.27859], [31.40024, -22.80301, 29.75164], [31.02583, -24.54295, 29.68841], [29.38052, -24.25325, 31.39564], [31.93071, -22.99517, 32.16987], [31.71186, -24.73573, 32.02406], [29.69217, -24.40523, 33.71548], [30.39676, -22.86131, 34.01667], [32.42352, -22.61994, 35.04227], [33.38297, -23.66382, 33.94004], [33.21962, -24.06338, 35.66693], [27.63636, -14.33419, 22.10844], [26.80012, -15.14487, 21.31463], [26.76045, -16.48108, 21.78295], [25.88849, -17.28417, 20.85512], [26.47927, -17.45245, 19.52115], [25.51555, -17.41824, 18.43044], [24.54836, -18.57608, 18.47430], [23.38083, -18.34153, 17.71406], [22.73796, -19.53415, 17.37195], [27.74293, -13.34736, 21.66426], [28.63596, -14.78656, 22.17450], [27.22527, -14.26179, 23.12143], [26.38628, -16.52688, 22.81065], [27.78024, -16.89368, 21.74686], [24.90719, -16.78438, 20.81339], [25.70340, -18.25852, 21.31923], [27.09922, -16.65286, 19.44274], [26.11746, -17.49490, 17.51727], [25.01272, -16.44854, 18.29857], [24.22740, -18.76326, 19.50871], [25.06827, -19.47151, 18.11514], [23.08072, -20.03374, 16.45680], [21.66413, -19.40305, 17.23716], [22.83731, -20.30138, 18.15069], [21.95181, -19.76922, 21.18635], [22.78666, -19.03943, 22.05340], [22.33390, -17.76469, 22.46410], [23.17269, -17.33468, 23.63176], [22.95897, -15.97412, 24.13431], [23.38429, -14.95113, 23.19029], [23.23038, -13.57919, 23.81244], [23.92212, -12.56876, 23.08827], [23.65656, -12.49682, 21.70792], [21.40064, -20.53468, 21.74779], [22.61746, -20.30905, 20.51173], [21.25819, -19.10572, 20.66435], [21.30026, -17.86983, 22.82211], [22.43066, -17.04714, 21.64452], [24.22394, -17.37085, 23.28843], [23.01738, -17.99531, 24.48518], [23.55883, -15.91177, 24.95754], [22.78864, -15.05303, 22.28160], [24.44331, -15.03302, 22.88374], [23.67375, -13.54154, 24.80899], [22.17394, -13.30278, 23.92886], [22.60611, -12.23262, 21.53376], [23.87790, -13.41700, 21.16026], [24.30277, -11.71777, 21.30885], [29.77790, -17.98506, 28.13982], [29.46542, -16.61298, 28.20318], [29.03503, -18.53495, 28.73031], [29.71980, -18.45644, 27.15184], [30.71357, -18.18524, 28.67227], [30.26468, -16.12761, 27.89764]], "e_homo_ev": -8.5, "gap_ev": 8.97, "smiles": "COC[C@H](C)N.COC[C@H](C)N.COC[C@H](C)N.COCCNCCOC.COCCNCCOC.COCCNCCOC.COCCNCCOC.COCCNCCOC.COCCNCCOC.COCCNCCOC.COCCNCCOC.CO"}

***

Results for molar mass: 88.154, 93.082, 82.146, 1364.984 (in g/mol, following the order of the records).
Results for relative energy (zero: lowest compared OMol25 entry of this formula, charge and spin): 264.0, 924.9, 471.3, 0.0 (in kJ/mol, following the order of the records).